[1]
ORCA calculation (ωB97M-V/def2-TZVPD) on an isolated ion of composition C4H8Cl2NO3P and charge -2 in a non-equilibrium geometry.

Output
max |F|	4.0	eV Å⁻¹
total charge	-2
E_LUMO	0.215	hartree
SMILES string	CC(C)(Cl)[C@@](N)(Cl)P(=O)([O-])[O-]
energy	-1699.49519	Ha
ΔE to the lowest compared entry with this formula, charge and spin	2.488	eV
spin multiplicity	1
E_HOMO	-0.12	eV

The geometry in XYZ format:
```
19
Properties=species:S:1:pos:R:3:mulliken_charge:R:1
C -1.41 -1.02 -1.27 -1.630
C -0.31 -0.76 -0.31 1.127
C 1.08 -0.71 -0.97 -1.720
Cl -0.21 -2.24 0.75 -0.232
C -0.45 0.39 0.70 0.097
N -0.57 1.65 -0.29 -0.992
Cl -1.98 0.33 1.55 -0.288
P 1.07 0.80 1.93 0.822
O 1.97 1.21 0.77 -0.784
O 1.44 -0.50 2.57 -0.728
O 0.50 1.94 2.75 -0.791
H -2.18 -1.57 -0.88 0.419
H -1.69 -0.08 -1.82 0.328
H -0.93 -1.63 -2.10 0.343
H 1.36 -1.69 -1.34 0.492
H 1.61 -0.30 -0.15 0.466
H 1.01 0.01 -1.76 0.373
H 0.38 1.78 -0.48 0.357
H -0.70 2.38 0.35 0.342
```

---

[2]
ORCA calculation (ωB97M-V/def2-TZVPD) on the molecule C3H7N3 in a non-equilibrium geometry.

Output
max |F|	4.8	eV Å⁻¹
E_LUMO	0.035	hartree
energy	-282.66705	Ha
ΔE to the lowest compared entry with this formula, charge and spin	2.917	eV
spin multiplicity	1
E_HOMO	-7.29	eV

The geometry in XYZ format:
```
13
Properties=species:S:1:pos:R:3:mulliken_charge:R:1
C -0.32 0.58 0.59 0.580
N 0.06 1.84 0.13 -0.503
N -0.94 0.60 1.83 -0.500
N 0.94 -1.77 -1.79 -0.258
C 0.20 -0.57 0.05 0.188
C 1.13 -0.78 -0.94 -0.989
H -0.96 -0.89 -0.02 0.038
H 0.80 1.79 -0.55 0.259
H -1.59 1.36 1.99 0.232
H 0.23 2.52 0.86 0.233
H -1.32 -0.30 2.11 0.276
H 1.66 -2.02 -2.46 0.235
H 0.10 -2.36 -1.81 0.209
```

---

[3]
ORCA calculation (ωB97M-V/def2-TZVPD) on the molecule C5H12N2O in a non-equilibrium geometry.

Output
max |F|	4.1	eV Å⁻¹
E_LUMO	0.031	hartree
SMILES string	CCC(=O)NCCN
energy	-382.44335	Ha
ΔE to the lowest compared entry with this formula, charge and spin	1.610	eV
spin multiplicity	1
E_HOMO	-9.13	eV

The geometry in XYZ format:
```
20
Properties=species:S:1:pos:R:3:mulliken_charge:R:1
C -1.12 -1.93 2.12 -1.225
C -0.42 -0.72 1.47 -0.135
C 0.82 -1.13 0.63 0.404
O 1.32 -2.24 0.65 -0.621
N 1.42 -0.17 -0.26 -0.164
C 0.89 1.16 -0.46 -1.027
C -0.40 1.32 -1.36 -0.180
N 0.09 1.89 -2.63 -0.602
H -1.85 -1.63 2.81 0.396
H -1.59 -2.58 1.32 0.271
H -0.27 -2.49 2.52 0.302
H -1.03 -0.08 0.78 0.239
H 0.07 -0.10 2.31 0.248
H 1.93 -0.63 -0.98 0.242
H 0.56 1.57 0.52 0.244
H 1.59 1.84 -0.78 0.642
H -1.17 2.01 -0.86 0.310
H -0.85 0.32 -1.42 0.274
H 0.68 1.30 -3.25 0.184
H -0.66 2.30 -3.14 0.197
```

---

[4]
ORCA calculation (ωB97M-V/def2-TZVPD) on C35H52LaP4Se as an isolated structure in a non-equilibrium geometry.

Output
max |F|	2.5	eV Å⁻¹
total charge	+3
E_LUMO	-0.344	hartree
energy	-5162.36938	Ha
spin multiplicity	1
E_HOMO	-15.71	eV

The geometry in XYZ format:
```
93
Properties=species:S:1:pos:R:3:mulliken_charge:R:1
La -0.30 0.00 -0.88 2.197
P -3.11 -0.26 -1.24 0.556
P 0.11 -2.98 -0.92 0.466
P -0.14 2.97 -0.89 0.510
H 4.45 -1.09 -2.12 0.406
C 4.28 -0.07 -1.71 -0.793
C 3.95 0.18 -0.43 -0.277
H 3.77 -0.61 0.32 0.037
C -3.91 -0.32 -2.89 -1.270
C -3.74 -1.78 -0.43 -0.806
C -4.04 1.05 -0.36 -0.948
C 1.85 -3.58 -0.79 -1.084
C -0.71 -4.11 0.26 -1.305
C -0.47 -3.71 -2.51 -1.388
C 1.52 3.77 -0.87 -1.259
C -1.04 3.92 0.39 -1.017
C -0.83 3.67 -2.44 -1.162
H 4.38 0.72 -2.46 0.361
H 3.83 1.20 -0.03 0.422
H -5.01 -0.40 -2.75 0.477
H -3.54 -1.18 -3.46 0.373
H -3.68 0.60 -3.46 0.404
H -4.84 -1.79 -0.50 0.537
H -3.45 -1.80 0.63 -0.060
H -3.32 -2.67 -0.92 0.311
H -5.09 1.04 -0.70 0.459
H -3.59 2.03 -0.57 0.221
H -4.00 0.88 0.73 0.170
H 2.01 -4.44 -1.46 0.434
H 2.06 -3.88 0.25 0.427
H 2.54 -2.77 -1.06 0.103
H -0.80 -5.12 -0.15 0.555
H -1.72 -3.72 0.48 0.193
H -0.15 -4.14 1.21 0.432
H -0.17 -4.76 -2.58 0.477
H -0.05 -3.14 -3.35 0.399
H -1.56 -3.63 -2.55 0.356
H 1.50 4.68 -1.49 0.431
H 2.26 3.06 -1.27 0.255
H 1.81 4.02 0.16 0.369
H -0.89 5.00 0.25 0.447
H -0.69 3.63 1.40 0.144
H -2.11 3.68 0.33 0.318
H -0.52 4.71 -2.57 0.460
H -1.93 3.61 -2.41 0.355
H -0.48 3.07 -3.30 0.341
C 1.38 0.03 -5.31 0.660
C 2.76 -0.23 -5.31 -0.007
C 3.48 -0.23 -6.52 -0.652
C 2.83 0.05 -7.73 -0.442
C 1.46 0.39 -7.72 -0.701
C 0.75 0.40 -6.50 -0.459
Se 0.22 -0.14 -3.62 -0.067
H 1.34 -0.34 -2.55 0.110
H 3.27 -0.43 -4.36 0.162
H 4.56 -0.46 -6.52 0.402
H 3.38 0.01 -8.68 0.411
H 0.95 0.64 -8.65 0.388
H -0.31 0.67 -6.51 0.345
C -0.18 3.73 5.56 -0.638
C 0.58 3.94 4.40 -0.683
C 0.58 2.99 3.39 -0.771
C -0.18 1.81 3.52 1.044
C -0.96 1.63 4.67 -0.442
C -0.96 2.58 5.69 -0.677
P 0.05 0.51 2.24 1.034
C 1.42 -0.37 3.09 0.505
C 2.70 -0.21 2.54 -0.686
C 3.79 -0.87 3.08 -0.381
C 3.66 -1.53 4.32 -0.705
C 2.41 -1.59 4.94 -0.752
C 1.29 -1.02 4.33 -0.320
C -1.36 -0.61 2.61 1.006
C -1.16 -2.00 2.73 -1.174
C -2.20 -2.83 3.13 -1.039
C -3.47 -2.28 3.37 -0.710
C -3.71 -0.93 3.11 -1.237
C -2.67 -0.10 2.69 -1.446
H -0.16 4.46 6.37 0.410
H 1.20 4.84 4.29 0.446
H 1.19 3.14 2.49 0.466
H -1.56 0.72 4.76 0.260
H -1.56 2.39 6.58 0.451
H 2.82 0.45 1.68 0.380
H 4.77 -0.84 2.59 0.549
H 4.54 -1.96 4.81 0.428
H 2.30 -2.07 5.92 0.458
H 0.32 -1.09 4.81 0.379
H -0.16 -2.40 2.57 0.987
H -2.01 -3.90 3.27 0.512
H -4.26 -2.92 3.76 0.440
H -4.72 -0.52 3.26 0.501
H -2.85 0.96 2.50 1.222
```

---

[5]
ORCA calculation (ωB97M-V/def2-TZVPD) on a 2-piece molecular cluster, C2H6O2 overall.

Output
max |F|	0.7	eV Å⁻¹
E_LUMO	0.034	hartree
SMILES string	[H][H].O=CCO
energy	-230.22238	Ha
ΔE to the lowest compared entry with this formula, charge and spin	1.585	eV
spin multiplicity	1
E_HOMO	-10.67	eV

The geometry in XYZ format:
```
10
Properties=species:S:1:pos:R:3:mulliken_charge:R:1
H 2.16 -0.37 -0.37 -0.140
H 2.44 -0.57 0.29 0.139
O -0.96 -1.44 0.59 -0.511
C -0.95 -0.25 0.79 0.219
C -0.41 0.70 -0.25 -0.497
O 0.13 -0.03 -1.31 -0.520
H -1.36 0.19 1.72 0.359
H 0.33 1.38 0.22 0.295
H -1.25 1.33 -0.57 0.285
H -0.12 -0.95 -1.11 0.371
```

---

[6]
ORCA calculation (ωB97M-V/def2-TZVPD) on C2H3O2S2 as an isolated structure in a non-equilibrium geometry.

Output
max |F|	5.8	eV Å⁻¹
total charge	-1
E_LUMO	0.133	hartree
energy	-1024.87667	Ha
ΔE to the lowest compared entry with this formula, charge and spin	1.565	eV
spin multiplicity	1
E_HOMO	-3.39	eV

The geometry in XYZ format:
```
9
Properties=species:S:1:pos:R:3:mulliken_charge:R:1
C 0.57 -0.64 -0.76 0.698
C 0.14 0.69 -0.67 -0.344
O 1.63 -1.13 -1.03 -0.618
O -0.31 -1.54 -0.24 -0.460
S 1.73 1.52 0.78 -0.451
S -1.37 1.14 -0.34 -0.434
H 0.60 1.48 -1.37 0.232
H 0.16 -2.41 -0.40 0.314
H 3.01 1.41 0.19 0.063
```

---

[7]
ORCA calculation (ωB97M-V/def2-TZVPD) on a 16-piece molecular cluster, C81H189N5O38 overall in a non-equilibrium geometry.

Output
max |F|	4.0	eV Å⁻¹
E_LUMO	0.008	hartree
energy	-6331.61631	Ha
spin multiplicity	1
E_HOMO	-8.80	eV

The geometry in XYZ format:
```
313
Properties=species:S:1:pos:R:3:mulliken_charge:R:1
C -3.61 -5.76 2.26 -0.125
O -3.47 -5.45 3.67 -0.470
C -2.14 -5.35 4.13 0.630
C -1.92 -5.05 5.67 -0.869
O -2.20 -3.74 6.15 0.373
C -3.58 -3.56 6.37 -0.777
C -3.82 -2.12 6.71 -0.004
O -5.17 -1.72 6.79 -0.442
C -5.30 -0.34 7.13 -0.666
H -4.52 -6.37 2.31 0.240
H -2.73 -6.29 1.90 -0.042
H -3.75 -4.79 1.79 0.093
H -1.68 -4.53 3.58 -0.646
H -1.58 -6.23 3.82 0.617
H -0.92 -5.37 5.97 0.129
H -2.46 -5.78 6.27 0.448
H -3.99 -4.27 7.09 0.409
H -4.19 -3.66 5.47 0.200
H -3.27 -1.51 5.99 -0.085
H -3.27 -1.85 7.61 0.443
H -4.68 0.37 6.57 0.145
H -5.00 -0.23 8.17 0.382
H -6.35 -0.08 7.09 0.286
C 0.33 3.58 -9.38 -0.882
O 0.47 3.70 -8.00 -0.137
C -0.73 3.95 -7.30 -0.762
C -0.38 4.19 -5.80 0.591
O -1.32 4.89 -5.08 -0.567
C -1.20 5.15 -3.64 -0.350
C 0.20 5.79 -3.19 1.068
O 0.35 7.10 -3.79 -0.571
C 1.69 7.56 -3.53 -0.277
H 0.26 4.62 -9.70 0.374
H -0.49 2.95 -9.71 0.355
H 1.24 3.14 -9.78 0.148
H -1.52 3.22 -7.46 0.196
H -1.18 4.87 -7.67 0.605
H 0.51 4.81 -5.91 0.027
H -0.07 3.38 -5.14 -0.204
H -1.35 4.19 -3.16 0.060
H -1.87 5.94 -3.30 0.523
H 0.96 5.05 -3.43 -0.450
H 0.20 5.85 -2.10 0.009
H 1.79 8.50 -4.07 0.311
H 2.39 6.87 -4.01 -0.073
H 1.79 7.60 -2.45 0.190
C -1.51 -5.87 -4.58 -0.363
O -1.68 -4.68 -5.25 -0.471
C -1.45 -3.50 -4.47 0.375
C -2.66 -2.85 -3.67 -0.234
O -3.21 -3.82 -2.72 0.237
C -4.36 -3.44 -2.07 1.135
C -5.15 -4.61 -1.46 -1.422
O -4.54 -5.45 -0.47 -0.277
C -3.52 -6.25 -1.00 -0.597
H -1.74 -6.71 -5.23 0.358
H -2.04 -5.91 -3.63 -0.008
H -0.48 -5.93 -4.22 0.133
H -1.03 -2.70 -5.09 -0.451
H -0.61 -3.66 -3.80 -0.137
H -3.47 -2.82 -4.40 0.793
H -2.29 -1.93 -3.23 -0.023
H -5.12 -2.92 -2.65 -0.228
H -4.07 -2.79 -1.25 -0.375
H -5.61 -5.29 -2.18 0.498
H -5.94 -4.12 -0.89 0.241
H -3.29 -7.00 -0.24 0.348
H -2.59 -5.67 -1.05 -0.004
H -3.56 -6.80 -1.94 0.404
C -0.72 -2.23 2.15 0.555
O -0.13 -2.59 0.82 1.099
C -0.99 -2.48 -0.33 0.516
C -1.73 -1.12 -0.58 -0.618
O -0.76 -0.07 -0.90 -0.050
C -0.63 0.17 -2.32 -0.321
C 0.41 1.26 -2.62 0.447
O 0.14 2.56 -2.16 0.718
C 0.40 2.74 -0.75 0.809
H -1.56 -2.82 2.51 -0.306
H -1.07 -1.20 2.12 -0.462
H 0.12 -2.21 2.85 -0.304
H -1.70 -3.29 -0.48 0.042
H -0.43 -2.57 -1.27 -0.708
H -2.23 -0.72 0.31 -0.160
H -2.52 -1.11 -1.32 0.113
H -1.58 0.44 -2.78 0.296
H -0.34 -0.76 -2.80 0.068
H 0.50 1.35 -3.70 -1.294
H 1.35 0.83 -2.27 -0.076
H -0.32 2.30 -0.06 -0.640
H 0.38 3.79 -0.47 -0.440
H 1.39 2.39 -0.47 -0.261
C 0.26 -6.21 1.23 -0.602
O 0.80 -6.21 2.55 -0.355
C 1.74 -5.13 2.70 -0.417
C 1.75 -4.61 4.08 0.671
O 1.90 -5.74 5.00 -0.474
C 2.09 -5.35 6.42 0.385
C 1.84 -6.35 7.51 -1.200
O 0.49 -6.87 7.38 -0.187
C 0.25 -8.03 8.12 -0.934
H -0.53 -6.95 1.28 0.313
H 0.95 -6.50 0.44 0.403
H -0.15 -5.24 0.91 -0.007
H 1.86 -4.40 1.90 0.067
H 2.60 -5.76 2.46 0.593
H 0.79 -4.13 4.31 -0.419
H 2.51 -3.84 4.23 0.039
H 1.43 -4.51 6.63 -0.176
H 3.11 -5.00 6.55 0.322
H 2.03 -5.96 8.51 0.331
H 2.53 -7.20 7.48 0.624
H 0.23 -8.02 9.21 0.312
H 0.94 -8.80 7.78 0.368
H -0.71 -8.35 7.72 0.248
C -4.41 -1.36 2.60 -1.001
O -4.86 -0.72 1.43 0.463
C -6.06 -1.31 0.97 -0.709
C -6.54 -0.64 -0.27 -0.891
O -5.88 -1.03 -1.45 0.144
C -6.40 -0.41 -2.64 -0.401
C -7.73 -1.04 -3.16 -0.973
O -7.79 -2.38 -2.97 -0.168
C -9.02 -3.05 -3.35 -0.841
H -3.45 -0.93 2.84 -0.382
H -4.36 -2.45 2.66 0.505
H -5.06 -1.04 3.42 0.550
H -6.83 -1.22 1.73 0.545
H -6.02 -2.39 0.79 0.052
H -6.60 0.44 -0.17 0.416
H -7.60 -0.90 -0.29 0.355
H -5.63 -0.58 -3.39 0.089
H -6.48 0.67 -2.51 0.439
H -7.79 -1.02 -4.25 0.479
H -8.62 -0.50 -2.81 0.475
H -9.37 -3.07 -4.38 0.317
H -9.80 -2.52 -2.82 0.337
H -8.95 -4.09 -3.01 0.233
C 1.93 -4.74 -2.28 -0.535
O 1.59 -4.19 -3.59 -0.341
C 2.62 -3.30 -4.09 -1.140
C 2.96 -2.06 -3.28 0.520
O 3.91 -2.42 -2.21 -0.522
C 4.15 -1.39 -1.24 -0.250
C 3.17 -1.53 -0.11 1.408
O 3.13 -0.24 0.56 -0.049
C 2.30 -0.18 1.71 -0.288
H 2.04 -4.02 -1.47 0.029
H 2.83 -5.35 -2.33 0.479
H 1.15 -5.40 -1.89 0.153
H 2.41 -3.01 -5.12 0.099
H 3.54 -3.87 -4.20 0.472
H 2.02 -1.70 -2.85 0.095
H 3.26 -1.26 -3.96 0.537
H 4.00 -0.46 -1.78 -0.179
H 5.20 -1.51 -0.97 0.065
H 3.45 -2.26 0.66 0.381
H 2.18 -1.84 -0.46 -1.308
H 1.26 0.17 1.70 -0.172
H 2.82 0.60 2.27 0.416
H 2.40 -1.09 2.30 0.198
C 4.58 -2.13 -7.51 -0.882
O 4.16 -0.97 -6.83 0.092
C 4.71 0.22 -7.50 -1.049
C 3.88 1.48 -7.26 0.112
O 3.89 1.87 -5.89 -0.295
C 3.11 2.92 -5.44 0.479
C 3.79 3.86 -4.41 -1.110
O 3.44 3.65 -3.06 0.102
C 3.95 2.41 -2.56 -0.356
H 4.12 -2.97 -7.00 0.179
H 5.67 -2.21 -7.50 0.321
H 4.17 -2.18 -8.52 0.340
H 4.79 0.11 -8.58 0.526
H 5.71 0.38 -7.09 0.320
H 2.87 1.25 -7.60 -0.171
H 4.12 2.33 -7.90 0.484
H 2.30 2.43 -4.90 -0.437
H 2.65 3.46 -6.27 0.621
H 3.45 4.85 -4.68 0.039
H 4.87 3.96 -4.54 0.399
H 3.54 1.53 -3.06 -0.134
H 3.62 2.32 -1.52 -0.049
H 5.04 2.48 -2.54 0.708
C -0.88 2.65 3.74 0.096
O -2.04 3.27 3.38 -0.180
C -3.10 2.35 3.23 0.268
C -4.31 2.93 2.42 -0.927
O -3.96 3.40 1.11 -0.368
C -3.51 2.44 0.14 0.730
C -3.07 3.01 -1.23 1.190
O -4.14 3.62 -1.92 -0.501
C -4.11 3.54 -3.37 -0.430
H -0.04 3.35 3.70 -0.186
H -0.71 1.93 2.93 -0.041
H -0.87 2.28 4.76 0.406
H -3.49 2.18 4.23 0.607
H -2.80 1.40 2.78 -0.528
H -4.93 3.57 3.05 0.461
H -4.98 2.10 2.19 0.127
H -4.30 1.70 0.01 -0.132
H -2.67 1.91 0.59 -0.202
H -2.59 2.23 -1.83 -0.057
H -2.40 3.82 -0.95 -0.721
H -3.91 2.55 -3.78 0.142
H -3.40 4.24 -3.80 0.040
H -5.05 3.96 -3.71 0.478
C -0.22 -0.46 5.70 -0.623
O 0.97 -0.21 5.11 0.091
C 1.99 -0.17 6.10 0.025
C 1.72 0.38 7.54 -1.050
O 0.99 -0.43 8.51 -0.386
C 1.57 -1.68 8.86 0.498
C 1.03 -2.46 10.04 -0.836
O -0.39 -2.67 10.05 -0.482
C -0.84 -3.49 8.86 0.076
H -0.53 0.30 6.42 0.456
H -0.16 -1.39 6.26 0.179
H -1.00 -0.61 4.95 -0.241
H 2.73 0.40 5.54 0.165
H 2.39 -1.18 6.17 0.146
H 1.33 1.39 7.44 0.436
H 2.69 0.65 7.97 0.494
H 2.64 -1.50 8.98 0.408
H 1.50 -2.35 8.01 -0.277
H 1.22 -1.87 10.94 0.405
H 1.55 -3.40 10.23 0.292
H -1.80 -4.00 9.00 0.358
H -0.12 -4.27 8.59 0.094
H -0.96 -2.80 8.03 -0.274
C -2.19 0.19 -6.65 -0.776
O -1.15 0.02 -5.68 0.469
C 0.24 0.12 -6.12 1.024
C 0.61 -0.62 -7.39 -1.302
O 0.17 0.09 -8.51 0.413
C 0.61 -0.58 -9.68 -0.193
C 0.35 0.18 -10.99 -0.937
O -0.98 0.64 -11.13 -0.316
C -1.88 -0.38 -11.55 -0.770
H -3.16 0.34 -6.17 0.221
H -2.19 -0.62 -7.37 0.299
H -2.01 1.09 -7.25 -0.078
H 0.96 -0.24 -5.39 -0.198
H 0.40 1.17 -6.34 -0.463
H 0.17 -1.62 -7.46 0.656
H 1.69 -0.67 -7.40 -0.032
H 0.09 -1.53 -9.78 0.368
H 1.69 -0.65 -9.67 0.014
H 0.60 -0.37 -11.90 0.442
H 0.99 1.06 -10.99 0.268
H -2.91 -0.04 -11.42 0.253
H -1.77 -1.30 -10.98 0.309
H -1.73 -0.58 -12.61 0.318
C -0.47 7.18 0.73 -0.292
O -0.02 6.07 0.31 -0.483
N -1.75 7.35 1.02 0.491
C -2.24 8.70 1.38 -1.009
C -2.72 6.24 1.04 -0.875
H 0.11 8.11 0.81 0.364
H -3.15 8.89 0.81 0.316
H -1.41 9.40 1.37 0.303
H -2.56 8.69 2.42 0.375
H -3.11 6.14 2.05 0.394
H -3.60 6.50 0.45 0.404
H -2.31 5.31 0.66 -0.049
C -0.91 7.75 4.72 0.134
O -1.49 8.79 4.91 -0.583
N 0.35 7.65 4.11 0.152
C 1.00 6.37 3.82 -0.042
C 1.26 8.76 3.68 -0.942
H -1.37 6.79 4.98 0.373
H 1.35 6.36 2.79 -0.094
H 0.27 5.57 3.84 -0.333
H 1.91 6.17 4.39 0.441
H 2.19 8.68 4.23 0.337
H 1.37 8.86 2.60 0.234
H 0.76 9.65 4.06 0.379
C 3.58 6.36 -0.14 0.459
O 4.19 7.36 -0.52 -0.700
N 3.97 5.68 0.97 0.297
C 3.27 4.45 1.41 0.031
C 5.04 6.12 1.88 -0.908
H 2.75 5.89 -0.70 0.169
H 3.97 3.64 1.59 0.184
H 2.50 4.19 0.68 -0.407
H 2.73 4.58 2.35 0.069
H 5.72 6.88 1.50 0.341
H 4.53 6.49 2.76 0.298
H 5.71 5.29 2.12 0.168
C 5.43 -0.73 7.06 0.211
O 5.54 0.42 7.61 -0.659
N 5.61 -0.94 5.74 0.270
C 5.53 -2.29 5.15 -0.696
C 6.08 0.10 4.82 -1.043
H 5.10 -1.59 7.66 0.309
H 6.51 -2.64 4.81 0.369
H 4.82 -2.40 4.34 0.139
H 5.19 -2.97 5.94 0.189
H 5.34 0.29 4.04 0.203
H 6.31 1.02 5.35 0.383
H 6.97 -0.19 4.25 0.333
C 6.73 1.50 1.53 0.160
O 5.54 1.30 1.43 -0.373
N 7.59 0.49 1.73 0.375
C 9.05 0.81 1.72 -1.001
C 7.37 -0.95 1.74 -1.024
H 7.23 2.48 1.54 0.069
H 9.67 0.47 2.55 0.302
H 9.22 1.88 1.68 0.298
H 9.52 0.30 0.88 0.351
H 7.68 -1.40 0.80 0.383
H 7.88 -1.37 2.61 0.472
H 6.33 -1.25 1.90 0.115
```

---

[8]
ORCA calculation (ωB97M-V/def2-TZVPD) on the molecule C3H3Br in a non-equilibrium geometry.

Output
max |F|	2.7	eV Å⁻¹
E_LUMO	0.043	hartree
SMILES string	BrC1C=C1
energy	-2690.02596	Ha
ΔE to the lowest compared entry with this formula, charge and spin	0.643	eV
spin multiplicity	1
E_HOMO	-9.74	eV

The geometry in XYZ format:
```
7
Properties=species:S:1:pos:R:3:mulliken_charge:R:1
Br 1.91 0.31 -1.30 -0.179
C 0.45 -0.42 -0.22 -0.216
C -0.89 0.21 -0.23 -0.291
C -0.18 0.37 0.86 -0.267
H 0.51 -1.61 -0.16 0.263
H -1.78 0.36 -0.79 0.345
H -0.03 0.77 1.83 0.346
```